# 1
Entry from the OMol25 dataset: a structure of composition C63H60IN5PbS in a non-equilibrium geometry (the ωB97M-V functional and the def2-TZVPD basis).

Element x y z (Å)
Pb (-0.01, -0.44, 0.18)
I (-2.31, 2.08, 0.54)
C (-3.71, 1.83, 3.56)
C (-4.44, 1.51, 4.64)
C (-4.14, 2.23, 5.83)
C (-3.15, 3.17, 5.84)
C (-2.39, 3.46, 4.68)
C (-1.34, 4.41, 4.69)
C (-0.61, 4.66, 3.57)
C (-0.90, 3.98, 2.36)
C (-1.91, 3.06, 2.32)
C (-2.68, 2.77, 3.47)
H (-5.20, 0.75, 4.62)
H (-4.70, 2.02, 6.73)
H (-2.92, 3.71, 6.75)
H (-1.12, 4.93, 5.62)
H (0.21, 5.37, 3.59)
H (-0.31, 4.17, 1.48)
C (-3.69, -1.55, 0.31)
C (-3.98, -1.53, -1.19)
C (-3.35, -2.74, -1.87)
C (-3.72, -0.19, -1.86)
C (-4.83, 0.60, -2.17)
C (-4.71, 1.82, -2.81)
C (-3.46, 2.28, -3.17)
C (-2.31, 1.54, -2.89)
C (-0.96, 2.10, -3.34)
C (-0.85, 2.15, -4.87)
C (-0.68, 3.49, -2.77)
C (-2.45, 0.31, -2.22)
N (-1.26, -0.42, -1.90)
C (-0.66, -1.05, -2.90)
C (0.67, -1.55, -2.74)
N (1.33, -1.34, -1.62)
C (2.64, -1.91, -1.58)
C (3.73, -1.09, -1.90)
C (4.98, -1.68, -1.98)
C (5.16, -3.03, -1.75)
C (4.07, -3.82, -1.41)
C (2.80, -3.28, -1.31)
C (1.64, -4.19, -0.94)
C (1.82, -4.77, 0.46)
C (1.45, -5.32, -1.95)
C (3.61, 0.40, -2.20)
C (3.12, 0.68, -3.62)
C (2.81, 1.22, -1.18)
C (1.07, -2.20, -4.02)
C (2.20, -2.81, -4.50)
C (2.18, -3.31, -5.83)
C (1.08, -3.21, -6.64)
C (-0.09, -2.57, -6.17)
C (-1.31, -2.38, -6.88)
C (-2.36, -1.74, -6.29)
C (-2.29, -1.23, -4.96)
C (-1.13, -1.40, -4.25)
C (-0.05, -2.08, -4.87)
H (-4.10, -2.46, 0.76)
H (-4.10, -0.69, 0.83)
H (-2.61, -1.58, 0.50)
H (-5.07, -1.66, -1.28)
H (-2.27, -2.77, -1.74)
H (-3.56, -2.77, -2.94)
H (-3.75, -3.66, -1.43)
H (-5.81, 0.23, -1.89)
H (-5.59, 2.40, -3.03)
H (-3.37, 3.23, -3.69)
H (-0.18, 1.44, -2.97)
H (-1.59, 2.85, -5.28)
H (-1.01, 1.18, -5.32)
H (0.14, 2.51, -5.16)
H (-1.44, 4.21, -3.08)
H (0.28, 3.86, -3.14)
H (-0.64, 3.49, -1.68)
H (5.84, -1.06, -2.22)
H (6.15, -3.47, -1.81)
H (4.22, -4.87, -1.20)
H (0.72, -3.60, -0.94)
H (2.66, -5.47, 0.49)
H (0.93, -5.32, 0.77)
H (2.03, -3.97, 1.19)
H (2.31, -5.99, -1.96)
H (1.30, -4.94, -2.97)
H (0.57, -5.92, -1.69)
H (4.64, 0.76, -2.14)
H (2.07, 0.41, -3.74)
H (3.70, 0.12, -4.36)
H (3.22, 1.75, -3.85)
H (1.74, 1.24, -1.44)
H (3.15, 2.26, -1.18)
H (2.92, 0.81, -0.17)
H (3.09, -2.92, -3.90)
H (3.07, -3.80, -6.20)
H (1.11, -3.62, -7.65)
H (-1.39, -2.75, -7.90)
H (-3.28, -1.60, -6.84)
H (-3.15, -0.72, -4.55)
C (2.33, 1.92, 3.88)
C (1.91, 1.64, 2.59)
N (0.69, 1.20, 2.32)
C (-0.10, 0.88, 3.33)
C (0.25, 1.04, 4.67)
C (1.48, 1.64, 4.93)
C (-0.64, 0.63, 5.76)
C (-1.49, -0.40, 5.77)
C (-1.62, -1.47, 4.77)
C (-0.52, -2.02, 4.10)
C (-0.77, -3.03, 3.19)
N (-2.01, -3.49, 2.95)
C (-2.97, -2.92, 3.66)
N (-2.85, -1.95, 4.56)
H (3.33, 2.29, 4.05)
H (2.55, 1.87, 1.75)
H (-1.08, 0.48, 3.07)
H (1.78, 1.82, 5.95)
H (-0.62, 1.26, 6.64)
H (-2.18, -0.50, 6.61)
H (0.49, -1.67, 4.26)
H (0.04, -3.48, 2.64)
H (-3.98, -3.30, 3.50)
S (2.16, -1.25, 1.78)
C (3.82, -1.82, 1.62)
C (4.17, -3.15, 1.89)
C (5.49, -3.57, 1.82)
C (6.50, -2.69, 1.48)
C (6.17, -1.36, 1.23)
C (4.85, -0.94, 1.29)
H (3.39, -3.84, 2.17)
H (5.73, -4.61, 2.04)
H (7.53, -3.02, 1.43)
H (6.95, -0.65, 0.97)
H (4.62, 0.10, 1.10)

Values from the calculation:
total energy	-97938.5372	eV
ΔE to the lowest compared entry with this formula, charge and spin	1.020	eV
highest occupied orbital energy (spin up / spin down)	-0.2513 / -0.2327	Ha
lowest unoccupied orbital energy (spin up / spin down)	-0.9 / -0.7	eV

Here are the Löwdin charges for atoms 1 to 2, given in e: atom 1 (Pb): 1.170, atom 2 (I): 1.203


# 2
Entry from the OMol25 dataset: a cluster of 8 separate species, C63H74BrF5N8O22P2 in total in a non-equilibrium geometry (the ωB97M-V functional and the def2-TZVPD basis).

Element x y z (Å)
C (0.74, 6.05, 1.68)
C (-0.55, 4.98, 1.83)
C (-1.01, 4.29, 0.45)
C (-0.81, 2.64, 0.28)
C (0.62, 2.31, 1.01)
O (1.74, 3.22, 0.59)
C (3.04, 2.56, 0.80)
O (-0.87, 2.48, -1.15)
C (0.17, 1.88, -1.90)
C (0.08, 0.22, -2.11)
C (1.61, -0.34, -2.19)
C (1.80, -1.94, -1.87)
C (0.59, -2.78, -2.59)
O (-0.47, -3.12, -1.85)
O (0.55, -3.15, -4.03)
C (-2.11, 1.77, 0.89)
O (-1.96, 0.37, 0.95)
C (-1.29, -0.44, 1.85)
N (-0.07, -1.07, 1.11)
Br (-0.51, 0.18, 3.56)
C (-2.24, -1.81, 2.09)
C (-2.65, -2.10, 3.64)
C (-1.56, -3.05, 4.47)
C (-2.37, -4.12, 5.45)
F (-3.30, -3.39, 6.39)
F (-3.07, -5.20, 4.70)
C (-1.25, -4.86, 6.40)
F (-1.77, -6.10, 7.02)
F (-0.79, -3.97, 7.53)
F (-0.01, -5.22, 5.63)
P (-2.90, 2.64, 2.44)
C (-4.37, 3.81, 1.89)
C (-3.81, 1.48, 3.63)
C (-4.85, 0.40, 3.01)
P (-3.44, 1.82, -0.56)
O (-3.72, 3.23, -1.17)
O (-3.09, 0.58, -1.79)
O (-5.05, 1.31, 0.01)
H (0.88, 6.38, 0.56)
H (0.65, 6.94, 2.44)
H (1.71, 5.43, 1.98)
H (-0.36, 4.28, 2.75)
H (-1.44, 5.70, 2.18)
H (-2.08, 4.67, 0.19)
H (-0.30, 4.74, -0.41)
H (1.02, 1.24, 0.68)
H (0.62, 2.44, 2.19)
H (3.74, 3.37, 1.33)
H (3.01, 1.65, 1.55)
H (3.61, 2.30, -0.21)
H (0.05, 2.28, -3.02)
H (1.29, 2.09, -1.66)
H (-0.41, 0.01, -3.18)
H (-0.62, -0.30, -1.34)
H (2.40, 0.23, -1.54)
H (1.96, -0.19, -3.32)
H (2.82, -2.26, -2.39)
H (1.90, -2.08, -0.72)
H (-0.24, -3.76, -4.12)
H (-0.42, -1.68, 0.33)
H (0.39, -1.62, 1.87)
H (-1.68, -2.80, 1.72)
H (-3.16, -1.72, 1.34)
H (-2.97, -1.19, 4.29)
H (-3.63, -2.79, 3.59)
H (-0.85, -3.56, 3.70)
H (-0.97, -2.32, 5.21)
H (-5.37, 3.23, 1.73)
H (-4.55, 4.49, 2.85)
H (-4.07, 4.55, 1.04)
H (-3.12, 0.98, 4.47)
H (-4.49, 2.22, 4.29)
H (-4.50, -0.18, 2.07)
H (-5.83, 1.01, 2.68)
H (-5.24, -0.33, 3.87)
H (-3.02, -0.32, -1.34)
H (-5.40, 0.57, -0.57)
O (5.31, 1.07, -0.96)
N (6.36, 1.06, -0.30)
O (6.56, 0.34, 0.69)
C (7.44, 1.97, -0.71)
C (7.24, 2.83, -1.80)
C (8.26, 3.71, -2.18)
C (9.46, 3.72, -1.48)
C (9.66, 2.85, -0.40)
C (8.65, 1.97, -0.01)
H (6.30, 2.83, -2.36)
H (8.11, 4.38, -3.02)
H (10.25, 4.41, -1.77)
H (10.61, 2.87, 0.14)
H (8.82, 1.31, 0.83)
O (-3.41, -3.57, -0.50)
N (-3.57, -4.55, -1.25)
O (-3.85, -4.48, -2.45)
C (-3.40, -5.89, -0.66)
C (-3.12, -6.02, 0.71)
C (-2.99, -7.29, 1.26)
C (-3.14, -8.42, 0.46)
C (-3.42, -8.29, -0.90)
C (-3.55, -7.02, -1.47)
H (-3.00, -5.14, 1.34)
H (-2.77, -7.40, 2.32)
H (-3.05, -9.41, 0.90)
H (-3.53, -9.18, -1.52)
H (-3.77, -6.94, -2.53)
O (-4.83, -11.55, 1.17)
N (-4.80, -10.77, 2.14)
O (-3.87, -10.00, 2.39)
C (-5.95, -10.79, 3.06)
C (-7.01, -11.68, 2.83)
C (-8.09, -11.70, 3.72)
C (-8.10, -10.84, 4.82)
C (-7.05, -9.95, 5.04)
C (-5.97, -9.92, 4.15)
H (-7.01, -12.35, 1.98)
H (-8.91, -12.39, 3.56)
H (-8.94, -10.86, 5.51)
H (-7.07, -9.28, 5.89)
H (-5.15, -9.22, 4.34)
O (0.75, -3.75, -10.75)
N (0.78, -2.98, -9.78)
O (1.71, -2.21, -9.53)
C (-0.36, -2.99, -8.87)
C (-1.42, -3.88, -9.09)
C (-2.50, -3.91, -8.20)
C (-2.52, -3.05, -7.10)
C (-1.47, -2.16, -6.89)
C (-0.38, -2.12, -7.77)
H (-1.43, -4.56, -9.94)
H (-3.32, -4.60, -8.36)
H (-3.36, -3.07, -6.41)
H (-1.49, -1.49, -6.03)
H (0.43, -1.43, -7.58)
O (3.78, 4.61, -0.85)
N (4.53, 5.59, -1.01)
O (5.64, 5.73, -0.48)
C (4.05, 6.67, -1.88)
C (2.78, 6.58, -2.47)
C (2.33, 7.62, -3.28)
C (3.13, 8.74, -3.50)
C (4.40, 8.83, -2.92)
C (4.86, 7.79, -2.11)
H (2.14, 5.72, -2.31)
H (1.34, 7.57, -3.74)
H (2.77, 9.56, -4.13)
H (5.02, 9.70, -3.10)
H (5.85, 7.87, -1.66)
O (12.47, 2.34, -3.21)
N (12.31, 3.53, -3.51)
O (12.06, 4.43, -2.69)
C (12.41, 3.91, -4.92)
C (12.65, 2.92, -5.89)
C (12.73, 3.28, -7.23)
C (12.57, 4.61, -7.61)
C (12.34, 5.60, -6.65)
C (12.26, 5.25, -5.30)
H (12.78, 1.87, -5.61)
H (12.91, 2.52, -7.99)
H (12.62, 4.89, -8.66)
H (12.22, 6.63, -6.95)
H (12.08, 6.03, -4.56)
O (-7.37, 2.82, 4.34)
N (-6.78, 2.45, 5.36)
O (-6.07, 1.43, 5.43)
C (-6.93, 3.25, 6.58)
C (-7.76, 4.38, 6.56)
C (-7.92, 5.13, 7.73)
C (-7.26, 4.76, 8.90)
C (-6.43, 3.63, 8.91)
C (-6.26, 2.87, 7.75)
H (-8.28, 4.69, 5.66)
H (-8.57, 6.01, 7.73)
H (-7.40, 5.34, 9.81)
H (-5.92, 3.35, 9.83)
H (-5.62, 2.00, 7.78)

Values from the calculation:
total energy	-225673.3179	eV
highest occupied orbital energy	-0.2837	Ha
lowest unoccupied orbital energy	-1.1	eV

Here are the Löwdin charges for atoms 1 to 2, given in e: atom 1 (C): -0.128, atom 2 (C): -0.266


# 3
Entry from the OMol25 dataset: a structure of composition C63H77AsFN6O7SSiTa in a non-equilibrium geometry (the ωB97M-V functional and the def2-TZVPD basis).

Element x y z (Å)
Ta (-0.36, -0.14, 0.54)
F (6.49, 2.40, 0.98)
C (6.09, 1.38, 0.19)
C (4.76, 1.08, 0.18)
C (4.26, 0.08, -0.67)
C (2.85, -0.26, -0.67)
O (2.04, 0.38, 0.08)
C (2.49, -1.31, -1.55)
C (3.43, -1.92, -2.36)
N (4.71, -1.58, -2.37)
C (5.62, -2.28, -3.27)
C (6.25, -1.53, -4.41)
C (5.18, -2.54, -4.68)
C (5.17, -0.59, -1.50)
C (6.53, -0.28, -1.45)
C (7.04, 0.70, -0.60)
N (8.40, 0.97, -0.56)
C (9.06, 1.69, 0.53)
C (10.41, 1.06, 0.82)
N (11.26, 1.05, -0.42)
C (10.56, 0.32, -1.53)
C (9.21, 0.98, -1.77)
C (1.11, -1.77, -1.67)
O (0.68, -2.42, -2.57)
O (0.32, -1.37, -0.63)
H (4.09, 1.64, 0.81)
H (3.12, -2.71, -3.02)
H (6.21, -3.04, -2.77)
H (7.27, -1.77, -4.67)
H (5.99, -0.48, -4.53)
H (5.46, -3.49, -5.12)
H (4.21, -2.18, -4.99)
H (7.21, -0.85, -2.06)
H (8.48, 1.64, 1.44)
H (9.19, 2.75, 0.27)
H (10.29, 0.02, 1.14)
H (10.93, 1.61, 1.60)
H (12.17, 0.63, -0.23)
H (11.44, 2.02, -0.71)
H (10.44, -0.72, -1.22)
H (11.18, 0.35, -2.42)
H (8.71, 0.47, -2.59)
H (9.38, 2.02, -2.10)
N (2.42, 1.81, 7.08)
C (2.90, 1.44, 8.31)
C (3.27, 2.18, 9.44)
C (3.73, 1.45, 10.51)
C (3.82, 0.04, 10.48)
C (3.46, -0.68, 9.38)
C (2.99, 0.03, 8.26)
N (2.59, -0.42, 7.04)
C (2.25, 0.65, 6.36)
C (1.75, 0.56, 5.01)
C (1.34, 1.66, 4.24)
C (0.84, 1.47, 2.97)
N (0.73, 0.24, 2.43)
C (1.14, -0.82, 3.15)
C (1.64, -0.71, 4.41)
H (2.22, 2.75, 6.79)
H (3.20, 3.26, 9.47)
H (4.03, 1.98, 11.41)
H (4.19, -0.47, 11.36)
H (3.53, -1.76, 9.35)
H (1.40, 2.67, 4.62)
H (0.53, 2.31, 2.38)
H (1.03, -1.80, 2.69)
H (1.95, -1.58, 4.98)
C (2.32, 5.87, 0.33)
C (0.96, 6.13, 0.15)
C (0.06, 5.09, 0.07)
C (0.51, 3.78, 0.18)
C (1.86, 3.50, 0.36)
C (2.76, 4.56, 0.44)
As (-0.77, 2.37, -0.23)
C (-0.80, 2.71, -2.13)
C (0.28, 2.26, -2.88)
C (0.36, 2.57, -4.22)
C (-0.63, 3.35, -4.82)
C (-1.69, 3.83, -4.05)
C (-1.78, 3.51, -2.70)
C (-2.43, 3.03, 0.50)
C (-3.64, 2.73, -0.11)
C (-4.82, 3.13, 0.49)
C (-4.80, 3.82, 1.69)
C (-3.59, 4.11, 2.31)
C (-2.40, 3.70, 1.72)
H (3.02, 6.69, 0.37)
H (0.62, 7.15, 0.06)
H (-1.00, 5.29, -0.08)
H (2.20, 2.48, 0.43)
H (3.82, 4.36, 0.57)
H (1.07, 1.67, -2.41)
H (1.20, 2.23, -4.81)
H (-0.57, 3.59, -5.87)
H (-2.45, 4.45, -4.51)
H (-2.59, 3.90, -2.11)
H (-3.66, 2.20, -1.05)
H (-5.77, 2.91, 0.01)
H (-5.72, 4.15, 2.15)
H (-3.57, 4.64, 3.25)
H (-1.45, 3.93, 2.20)
C (-2.90, 0.04, -3.47)
C (-4.04, -0.26, -2.47)
C (-3.33, -0.56, -1.15)
O (-1.94, -0.15, -1.36)
C (-1.67, -0.47, -2.75)
H (-2.80, 1.11, -3.65)
H (-3.04, -0.46, -4.43)
H (-4.63, -1.12, -2.79)
H (-4.72, 0.59, -2.38)
H (-3.35, -1.63, -0.91)
H (-3.71, -0.01, -0.30)
H (-1.54, -1.55, -2.85)
H (-0.75, 0.03, -3.05)
C (-6.20, -3.08, 2.67)
C (-5.69, -2.04, 1.68)
C (-5.85, -0.63, 2.21)
C (-6.37, -2.20, 0.33)
O (-4.26, -2.29, 1.44)
Si (-2.83, -2.10, 2.10)
S (-2.24, 0.02, 1.88)
O (-1.67, -2.64, 1.05)
C (-1.58, -4.07, 0.65)
C (-2.56, -4.33, -0.48)
C (-0.16, -4.32, 0.18)
C (-1.88, -4.95, 1.85)
O (-2.44, -2.42, 3.59)
C (-2.74, -2.66, 5.00)
C (-3.30, -4.06, 5.15)
C (-3.72, -1.60, 5.49)
C (-1.41, -2.53, 5.72)
H (-7.27, -2.94, 2.83)
H (-5.70, -2.98, 3.63)
H (-6.04, -4.08, 2.28)
H (-6.91, -0.40, 2.34)
H (-5.42, 0.10, 1.51)
H (-5.36, -0.51, 3.18)
H (-7.44, -2.02, 0.44)
H (-6.23, -3.22, -0.05)
H (-5.97, -1.49, -0.39)
H (-2.27, -3.79, -1.39)
H (-3.57, -4.02, -0.20)
H (-2.58, -5.39, -0.71)
H (0.02, -3.86, -0.78)
H (-0.01, -5.40, 0.06)
H (0.56, -3.96, 0.92)
H (-2.93, -4.86, 2.16)
H (-1.24, -4.69, 2.69)
H (-1.71, -6.00, 1.59)
H (-4.19, -4.19, 4.55)
H (-3.57, -4.23, 6.20)
H (-2.56, -4.81, 4.87)
H (-4.70, -1.75, 5.05)
H (-3.36, -0.60, 5.24)
H (-3.82, -1.67, 6.57)
H (-0.67, -3.20, 5.27)
H (-1.52, -2.80, 6.77)
H (-1.04, -1.50, 5.66)

Values from the calculation:
total energy	-173649.0822	eV
ΔE to the lowest compared entry with this formula, charge and spin	0.000	eV
total charge	+4
highest occupied orbital energy	-0.5566	Ha
lowest unoccupied orbital energy	-10.3	eV

Here are the Löwdin charges for atoms 1 to 2, given in e: atom 1 (Ta): 1.600, atom 2 (F): 0.085


> Number 3 is which compound?

C63H77AsFN6O7SSiTa


> Which of these has the lowest total energy?

C63H74BrF5N8O22P2


> Among the records above, which one has the lowest total energy?

C63H74BrF5N8O22P2